# C34H79N2OPS

3 unconnected molecules or ions with the total composition C34H79N2OPS at a distorted geometry (ωB97M-V/def2-TZVPD, the Open Molecules 2025 dataset).

The value obtained for the frontier orbital gap is 8.569 eV. Its SMILES is CCCCCCCCCCCCCCCC[PH](C)(CCO)CCCS.CCN(CC)CC.CCN(CC)CC. Its HOMO energy is -8.0 eV. The value obtained for the LUMO energy is 0.6 eV.

Last columns: bonded neighbours and bond lengths (Å).
Cartesian coordinates (Å):
1 C 0.03825 -2.56440 1.17498  C2 1.571, H26 1.115, H27 1.116, H28 1.108
2 C 1.07846 -2.62988 0.00003  C1 1.571, C3 1.594, H29 1.117, H30 1.115
3 C 1.64690 -1.18435 -0.35899  C2 1.594, C4 1.567, H31 1.110, H32 1.109
4 C 3.14529 -1.36871 -0.77761  C3 1.567, C5 1.578, H33 1.119, H34 1.117
5 C 3.81662 -0.10145 -1.43550  C4 1.578, C6 1.560, H35 1.116, H36 1.119
6 C 2.81591 0.88749 -2.11042  C5 1.560, C7 1.564, H37 1.113, H38 1.120
7 C 2.13866 0.26402 -3.37531  C6 1.564, C8 1.570, H39 1.116, H40 1.112
8 C 1.03180 1.17117 -4.02154  C7 1.570, C9 1.562, H41 1.117, H42 1.117
9 C 0.11290 1.89709 -2.98735  C8 1.562, C10 1.572, H43 1.116, H44 1.118
10 C -1.26701 2.33166 -3.60267  C9 1.572, C11 1.569, H45 1.119, H46 1.109
11 C -2.07492 3.22640 -2.59791  C10 1.569, C12 1.580, H47 1.118, H48 1.107
12 C -3.47257 3.54565 -3.26173  C11 1.580, C13 1.568, H49 1.117, H50 1.109
13 C -4.47034 4.26028 -2.28575  C12 1.568, C14 1.576, H51 1.118, H52 1.112
14 C -4.65816 3.46615 -0.93749  C13 1.576, C15 1.567, H53 1.119, H54 1.110
15 C -5.24425 2.03096 -1.16795  C14 1.567, C16 1.603, H55 1.110, H56 1.120
16 C -4.12154 0.89511 -1.03462  C15 1.603, P17 1.885, H57 1.115, H58 1.117
17 P -4.79353 -0.76904 -0.45940  C16 1.885, C18 1.880, C19 1.924, C22 1.904, H59 1.451
18 C -3.90232 -2.42401 -0.48788  P17 1.880, H60 1.111, H61 1.106, H62 1.121
19 C -3.99149 -0.43167 1.25643  P17 1.924, C20 1.593, H63 1.122, H64 1.122
20 C -4.66037 0.78410 2.03818  C19 1.593, O21 1.437, H65 1.112, H66 1.115
21 O -3.69612 1.76562 2.45414  C20 1.437, H67 0.960
22 C -5.75897 -1.07996 -2.07126  P17 1.904, C23 1.574, H68 1.121, H69 1.123
23 C -5.04612 -1.90595 -3.20630  C22 1.574, C24 1.577, H70 1.115, H71 1.121
24 C -3.69257 -1.28356 -3.72218  C23 1.577, S25 1.841, H72 1.120, H73 1.107
25 S -3.07952 -2.23612 -5.17340  C24 1.841, H74 1.382
26 H -0.82871 -1.97265 0.80009  C1 1.115
27 H 0.52957 -1.98361 1.99106  C1 1.116
28 H -0.25374 -3.58648 1.48670  C1 1.108
29 H 1.95461 -3.28222 0.23415  C2 1.117
30 H 0.63438 -3.01777 -0.94614  C2 1.115
31 H 1.58683 -0.56491 0.56037  C3 1.110
32 H 0.99394 -0.80277 -1.16978  C3 1.109
33 H 3.70731 -1.58762 0.16538  C4 1.119
34 H 3.30534 -2.27049 -1.41660  C4 1.117
35 H 4.47521 0.40418 -0.68908  C5 1.116
36 H 4.50827 -0.46670 -2.23568  C5 1.119
37 H 2.07495 1.24389 -1.36092  C6 1.113
38 H 3.38936 1.78811 -2.44822  C6 1.120
39 H 2.92989 0.10729 -4.14678  C7 1.116
40 H 1.67641 -0.71986 -3.14043  C7 1.112
41 H 1.52694 1.88784 -4.72010  C8 1.117
42 H 0.39336 0.50915 -4.65537  C8 1.117
43 H -0.09452 1.22488 -2.12162  C9 1.116
44 H 0.68080 2.77967 -2.60193  C9 1.118
45 H -1.85959 1.39683 -3.76461  C10 1.119
46 H -1.15697 2.87351 -4.56449  C10 1.109
47 H -1.56474 4.21356 -2.47222  C11 1.118
48 H -2.19576 2.72666 -1.61715  C11 1.107
49 H -3.91836 2.55292 -3.51470  C12 1.117
50 H -3.35333 4.13625 -4.19290  C12 1.109
51 H -5.47464 4.33464 -2.77101  C13 1.118
52 H -4.13652 5.29576 -2.05800  C13 1.112
53 H -5.42963 4.03872 -0.36354  C14 1.119
54 H -3.73214 3.48451 -0.32500  C14 1.110
55 H -6.14656 1.81327 -0.56009  C15 1.110
56 H -5.56688 1.99278 -2.23967  C15 1.120
57 H -3.61943 0.87241 -2.03002  C16 1.115
58 H -3.36587 1.32986 -0.33679  C16 1.117
59 H -6.07010 -0.73612 0.23029  P17 1.451
60 H -3.12229 -2.53008 -1.27235  C18 1.111
61 H -3.44505 -2.73218 0.47031  C18 1.106
62 H -4.67193 -3.20273 -0.72726  C18 1.121
63 H -2.88610 -0.25440 1.18047  C19 1.122
64 H -4.08911 -1.29642 1.96538  C19 1.122
65 H -5.51538 1.23082 1.48411  C20 1.112
66 H -5.08480 0.39982 2.99444  C20 1.115
67 H -3.31301 2.18697 1.68081  O21 0.960
68 H -6.14650 -0.14893 -2.56095  C22 1.121
69 H -6.68224 -1.65561 -1.79376  C22 1.123
70 H -4.96244 -2.99753 -2.99528  C23 1.115
71 H -5.72610 -1.85977 -4.09656  C23 1.121
72 H -3.96269 -0.26616 -4.10434  C24 1.120
73 H -2.93791 -1.11767 -2.92960  C24 1.107
74 H -3.41459 -1.43787 -6.25068  S25 1.382
75 C 2.10410 -6.49817 2.65933  C76 1.522, H82 1.092, H83 1.092, H84 1.092
76 C 1.68369 -5.64819 3.85032  C75 1.522, N77 1.454, H85 1.095, H86 1.100
77 N 0.50504 -6.14316 4.54222  C76 1.454, C78 1.457, C80 1.455
78 C -0.04395 -5.18943 5.49666  N77 1.457, C79 1.530, H87 1.095, H88 1.096
79 C 0.81304 -4.81368 6.70742  C78 1.530, H89 1.090, H90 1.093, H91 1.091
80 C 0.56607 -7.52357 4.99858  N77 1.455, C81 1.531, H92 1.094, H93 1.094
81 C 1.69292 -7.91010 5.95967  C80 1.531, H94 1.091, H95 1.093, H96 1.089
82 H 1.28284 -6.61177 1.94877  C75 1.092
83 H 2.93514 -6.01798 2.13851  C75 1.092
84 H 2.44252 -7.49067 2.96311  C75 1.092
85 H 1.47019 -4.64444 3.46945  C76 1.095
86 H 2.54277 -5.54577 4.52894  C76 1.100
87 H -1.01198 -5.55747 5.85096  C78 1.095
88 H -0.27882 -4.26889 4.95116  C78 1.096
89 H 0.83379 -5.60912 7.45189  C79 1.090
90 H 0.38964 -3.93297 7.19724  C79 1.093
91 H 1.83916 -4.56763 6.42996  C79 1.091
92 H 0.63459 -8.17037 4.11864  C80 1.094
93 H -0.39308 -7.79154 5.45160  C80 1.094
94 H 2.65838 -7.49956 5.65881  C81 1.091
95 H 1.79666 -8.99791 5.98414  C81 1.093
96 H 1.48322 -7.59024 6.97978  C81 1.089
97 C 6.47670 6.64921 1.66841  C98 1.522, H104 1.092, H105 1.092, H106 1.092
98 C 6.32036 5.85519 0.37896  C97 1.522, N99 1.454, H107 1.094, H108 1.100
99 N 5.51370 4.65462 0.52442  C98 1.454, C100 1.456, C102 1.455
100 C 5.59118 3.76631 -0.62676  N99 1.456, C101 1.530, H109 1.095, H110 1.095
101 C 5.03923 4.27322 -1.96054  C100 1.530, H111 1.090, H112 1.093, H113 1.091
102 C 4.18259 4.84341 1.08142  N99 1.455, C103 1.531, H114 1.094, H115 1.094
103 C 3.22738 5.78802 0.34772  C102 1.531, H116 1.091, H117 1.093, H118 1.090
104 H 6.88456 6.02554 2.46618  C97 1.092
105 H 7.16441 7.48193 1.50780  C97 1.092
106 H 5.52893 7.07257 2.00647  C97 1.092
107 H 7.32347 5.56342 0.05344  C98 1.094
108 H 5.92415 6.52300 -0.39962  C98 1.100
109 H 5.10027 2.81936 -0.37985  C100 1.095
110 H 6.64396 3.50299 -0.77598  C100 1.095
111 H 3.94932 4.26632 -1.97521  C101 1.090
112 H 5.37117 3.61550 -2.76857  C101 1.093
113 H 5.38644 5.27957 -2.19998  C101 1.091
114 H 4.29136 5.20262 2.10922  C102 1.094
115 H 3.70047 3.86716 1.19039  C102 1.094
116 H 3.71282 6.71454 0.03596  C103 1.091
117 H 2.40193 6.06146 1.00999  C103 1.093
118 H 2.78515 5.31633 -0.52947  C103 1.090

These are the Löwdin partial charges, in e, on atoms 1 to 6: number 1, C, carries -0.110; number 2, C, carries -0.256; number 3, C, carries -0.216; number 4, C, carries -0.207; number 5, C, carries -0.201; number 6, C, carries -0.228